A molecular structure, C26H19ClN6O3RhS at a distorted geometry. Source: the Open Molecules 2025 dataset; level of theory: the ωB97M-V functional and the def2-TZVPD basis.

Calculated values
Molecular weight = 633.9 g/mol
LUMO (alpha / beta) = -0.1793 / -0.1790 hartree
ΔE to the lowest compared entry with this formula, charge and spin = 0.0000 eV
Charge = +1
HOMO (alpha / beta) = -10.34 / -10.34 eV
HOMO-LUMO gap (alpha / beta) = 5.463 / 5.471 eV

```
57
Properties=species:S:1:pos:R:3:forces:R:3:lowdin_charge:R:1
Rh 0.935850 -1.624234 -0.321650 -0.994 1.459 -1.369 1.25
Cl -4.293777 -4.334992 -4.486504 -0.440 -0.221 -0.254 0.72
S -0.782588 1.080314 0.561862 -0.292 0.898 0.731 0.63
O -0.047306 0.934628 1.792735 0.011 0.349 0.126 -0.29
O 0.533728 -2.156432 -2.145016 0.693 0.374 -0.363 -0.16
O -2.027420 0.383293 0.449988 -0.013 0.050 -0.304 -0.28
N 2.299230 -0.167304 -0.974876 -0.901 0.380 0.129 -0.01
N 1.814710 2.151866 -0.776273 -0.407 -0.144 0.037 0.18
N 0.173253 0.479494 -0.649975 -0.462 -3.269 0.413 -0.06
N -0.671343 6.667092 -1.282092 0.059 0.403 -0.163 0.13
N 1.447495 -1.528360 1.576020 1.290 1.202 1.125 -0.06
N -0.582374 -2.664871 0.406981 -1.098 -0.440 -2.770 -0.04
C 1.434632 0.879052 -0.792101 2.416 0.779 -0.426 -0.48
C -1.687008 -3.116368 2.584598 1.321 0.578 -1.753 0.03
C -2.760948 -3.689816 -2.388261 -0.429 -0.065 -0.967 -0.05
C 2.514752 -0.915389 2.112261 -0.951 -0.444 -0.678 -0.07
C 2.617287 -0.684084 3.472619 -0.219 -0.227 0.852 -0.02
C -0.721075 -2.696629 -4.001283 -0.240 -0.036 -0.136 0.01
C -0.654561 -2.605718 1.763274 -0.731 -0.186 3.029 -0.19
C -0.552439 -2.316605 4.562367 -0.635 -0.337 -0.315 0.01
C 4.004726 1.421567 -1.350750 -0.145 -0.265 0.035 -0.03
C -1.636332 -3.141454 -1.750879 1.172 0.506 -0.564 -0.12
C -1.864362 -3.180894 -4.584866 0.441 0.080 0.589 -0.06
C -1.604037 -3.090335 -0.341863 1.000 0.563 0.330 0.01
C -2.884241 -3.690838 -3.766722 0.167 -0.010 1.135 -0.68
C -0.298111 3.772843 0.907018 -0.060 -0.054 0.034 -0.07
C 3.080824 2.412553 -1.041046 0.126 -0.202 -0.092 -0.08
C -0.233754 5.069422 0.449743 -0.136 -0.098 -0.170 -0.02
C -1.621371 -2.958654 3.951938 0.704 0.495 1.221 -0.05
C 3.556232 0.109668 -1.281719 0.484 0.241 -0.085 -0.10
C 0.511256 -1.809277 3.792916 -0.051 -0.121 -0.356 -0.14
C 1.630177 -1.142175 4.325690 0.316 0.139 -0.586 0.04
C 0.458604 -1.964656 2.386816 -0.843 -0.490 0.454 -0.16
C -0.897111 2.801405 0.120482 -0.059 -1.029 0.226 -0.32
C -0.560727 -2.642640 -2.596410 -1.121 -0.477 0.267 -0.31
C -1.371275 4.398765 -1.588552 0.097 0.030 0.159 -0.01
C -0.758161 5.402351 -0.813629 -0.039 -0.481 0.130 -0.31
C -1.437986 3.108812 -1.117740 -0.046 0.048 0.064 -0.07
H -0.533462 -2.197547 5.632538 0.026 -0.001 0.178 0.12
H 3.293559 -0.595940 1.430607 -0.158 0.053 -0.004 0.11
H -1.905175 2.319134 -1.682281 -0.084 -0.034 -0.277 0.12
H 0.227894 5.840707 1.047525 0.028 0.064 0.111 0.11
H 0.089657 -2.318199 -4.604819 0.061 0.052 -0.014 0.12
H 3.353822 3.458698 -1.005147 0.136 0.063 -0.042 0.12
H -2.521491 -3.373763 0.160821 0.096 -0.219 0.092 0.13
H -0.270772 7.395303 -0.716824 -0.091 -0.031 -0.129 0.11
H -1.075016 6.909604 -2.170301 0.062 0.063 0.146 0.11
H -1.975139 -3.185866 -5.656521 -0.047 -0.025 -0.130 0.12
H 1.711205 -1.003228 5.391358 -0.011 0.101 0.156 0.13
H 4.212917 -0.731047 -1.461536 0.041 -0.036 0.011 0.13
H 3.472335 -0.145908 3.849266 0.095 -0.041 0.053 0.12
H -1.775942 4.647868 -2.557419 -0.088 0.034 -0.097 0.11
H -2.425376 -3.347518 4.557004 -0.041 -0.014 0.102 0.12
H -2.525137 -3.636893 2.152765 -0.097 -0.048 -0.030 0.11
H -3.538649 -4.138360 -1.789720 -0.190 0.058 0.045 0.12
H 5.021355 1.660143 -1.610901 0.107 -0.048 -0.014 0.11
H 0.098968 3.491412 1.868485 0.168 0.031 0.109 0.11
```
Positions in Å, forces in eV/Å.

C3H2N2O3 in the gas phase at a distorted geometry. Source: the Open Molecules 2025 dataset; level of theory: the ωB97M-V functional and the def2-TZVPD basis.

Calculated values
Molecular weight = 114.1 g/mol
LUMO = -0.0193 hartree
ΔE to the lowest compared entry with this formula, charge and spin = 3.8979 eV
HOMO = -9.86 eV
HOMO-LUMO gap = 9.337 eV

```
10
Properties=species:S:1:pos:R:3:forces:R:3:lowdin_charge:R:1
O -0.246455 -0.374740 0.961061 -0.792 -3.169 2.977 0.11
O 0.170970 2.861476 -0.084437 -0.702 -0.464 0.319 0.11
O -0.297630 -2.652292 0.709468 -0.427 -2.870 1.891 0.18
N -0.040331 0.571598 0.119930 0.128 3.684 -1.799 -0.20
N 0.211849 0.188949 -1.078709 0.169 -0.654 -1.396 0.16
C -0.125664 -1.607866 0.255425 0.372 2.734 -2.571 -0.43
C 0.167142 -1.112050 -1.093440 0.541 1.206 0.007 0.01
C -0.105510 1.901713 0.573304 1.462 -0.510 0.361 -0.21
H 0.470176 -1.545907 -2.022438 -0.240 -0.888 0.043 0.12
H -0.204546 1.769119 1.659837 -0.511 0.930 0.167 0.15
```
Positions in Å, forces in eV/Å.

3 unconnected molecules or ions with the total composition C4H8N2O2 at a distorted geometry. Source: the Open Molecules 2025 dataset; level of theory: the ωB97M-V functional and the def2-TZVPD basis.

Calculated values
Molecular weight = 116.1 g/mol
LUMO = 0.0009 hartree
ΔE to the lowest compared entry with this formula, charge and spin = 10.1611 eV
HOMO = -8.94 eV
HOMO-LUMO gap = 8.970 eV

```
16
Properties=species:S:1:pos:R:3:forces:R:3:lowdin_charge:R:1
O -1.751242 -1.554543 -0.303877 0.188 3.931 1.011 0.03
O 2.444816 0.271606 -0.144077 2.808 -5.285 -2.140 -0.20
N -1.862365 0.852814 -0.159397 -0.007 4.538 1.310 0.10
N 0.793476 -0.842011 1.195898 -1.506 5.769 4.322 -0.01
C 0.106655 0.038280 0.222828 1.707 -1.949 -2.557 -0.51
C -1.365216 -0.382517 -0.067597 1.372 -5.037 -1.241 -0.50
C 1.239044 -0.214607 -0.938983 0.054 1.018 0.675 -0.13
C -0.434093 1.595002 0.134403 0.134 -1.092 -1.495 -0.02
H 2.091450 -0.262456 1.121958 -4.717 -0.892 0.352 0.18
H 0.137548 2.120357 -0.768347 -1.933 -1.207 1.389 0.13
H -0.414632 2.385113 0.919089 -0.281 -1.234 0.055 0.09
H 1.614383 -1.140496 -1.401718 -1.299 -0.767 1.190 0.11
H 1.127415 0.287148 -1.878016 -0.107 1.650 -0.103 0.09
H 2.929285 -0.790779 -0.158385 -1.226 5.170 0.048 0.23
H -0.037610 0.075057 2.225901 2.814 -3.153 -1.768 0.23
H -2.792554 1.296982 0.163735 2.000 -1.460 -1.047 0.17
```
Positions in Å, forces in eV/Å.